A structure of composition C44H63CrN5O2. Source: the Open Molecules 2025 dataset; level of theory: ωB97M-V with the def2-TZVPD basis set.

Element x y z (Å)
Cr (-0.89, -2.09, -0.31)
C (-3.58, -3.27, -1.01)
N (-2.16, -3.35, -1.43)
C (-1.79, -4.82, -1.34)
C (-2.01, -2.86, -2.82)
C (-0.61, -2.37, -3.09)
N (-0.17, -1.39, -2.07)
C (1.27, -1.25, -2.20)
C (1.81, -0.10, -1.41)
C (2.57, 0.93, -1.92)
C (3.13, 1.88, -1.06)
C (2.75, 1.84, 0.29)
C (2.00, 0.84, 0.81)
C (1.58, -0.17, -0.06)
O (0.91, -1.33, 0.48)
C (1.68, 0.80, 2.33)
C (2.26, 2.06, 3.05)
C (0.17, 1.03, 2.50)
C (2.20, -0.43, 3.08)
C (4.04, 2.93, -1.70)
C (5.48, 2.35, -1.86)
C (3.56, 3.41, -3.06)
C (4.18, 4.15, -0.87)
C (-0.80, -0.10, -2.41)
C (-1.09, 0.93, -1.29)
C (-0.74, 2.24, -1.42)
C (-1.34, 3.15, -0.54)
C (-2.41, 2.77, 0.29)
C (-2.83, 1.42, 0.44)
C (-2.04, 0.48, -0.33)
O (-2.24, -0.84, -0.25)
C (-3.94, 0.94, 1.37)
C (-5.08, 0.39, 0.55)
C (-3.51, -0.04, 2.46)
C (-4.51, 2.16, 2.09)
C (-1.00, 4.66, -0.76)
C (0.44, 4.85, -1.26)
C (-1.15, 5.47, 0.50)
C (-1.88, 5.22, -1.91)
H (-4.18, -3.93, -1.60)
H (-3.98, -2.26, -1.03)
H (-3.66, -3.59, 0.04)
H (-2.71, -5.42, -1.58)
H (-1.49, -5.08, -0.28)
H (-0.92, -5.08, -2.02)
H (-2.72, -2.02, -2.84)
H (-2.31, -3.66, -3.49)
H (-0.49, -1.98, -4.08)
H (0.14, -3.20, -3.08)
H (1.36, -0.96, -3.29)
H (1.88, -2.14, -1.95)
H (2.69, 0.92, -3.00)
H (3.10, 2.71, 0.93)
H (1.87, 2.98, 2.59)
H (3.37, 2.08, 3.06)
H (1.82, 2.06, 4.06)
H (-0.18, 1.97, 2.03)
H (-0.12, 0.92, 3.55)
H (-0.31, 0.22, 1.99)
H (3.28, -0.69, 2.82)
H (1.62, -1.27, 2.91)
H (2.28, -0.26, 4.19)
H (5.23, 1.52, -2.55)
H (5.82, 1.95, -0.93)
H (6.15, 3.14, -2.27)
H (3.14, 2.65, -3.68)
H (4.37, 3.92, -3.61)
H (2.77, 4.24, -2.86)
H (4.65, 4.02, 0.07)
H (3.18, 4.58, -0.70)
H (4.69, 4.94, -1.45)
H (-1.77, -0.34, -2.89)
H (-0.19, 0.33, -3.21)
H (-0.07, 2.53, -2.19)
H (-2.89, 3.57, 0.78)
H (-4.87, -0.46, -0.06)
H (-5.38, 1.18, -0.10)
H (-5.94, 0.16, 1.16)
H (-3.00, -0.93, 1.99)
H (-4.40, -0.30, 3.04)
H (-2.82, 0.44, 3.19)
H (-4.79, 2.95, 1.45)
H (-3.90, 2.63, 2.87)
H (-5.40, 1.91, 2.60)
H (1.04, 4.21, -0.58)
H (0.72, 5.91, -1.01)
H (0.62, 4.66, -2.36)
H (-0.57, 5.01, 1.27)
H (-2.16, 5.42, 0.90)
H (-0.95, 6.53, 0.39)
H (-1.69, 4.65, -2.82)
H (-1.57, 6.27, -2.15)
H (-2.99, 5.15, -1.70)
N (-1.55, -2.88, 1.55)
C (-0.56, -3.79, 2.18)
C (-0.74, -4.22, 3.49)
C (0.19, -5.16, 4.00)
C (1.19, -5.67, 3.19)
C (1.39, -5.22, 1.85)
C (2.38, -5.79, 1.01)
C (2.21, -5.52, -0.32)
C (1.43, -4.54, -0.83)
N (0.85, -3.60, 0.12)
C (0.50, -4.24, 1.37)
H (-2.41, -3.43, 1.41)
H (-1.81, -2.12, 2.15)
H (-1.64, -3.84, 3.97)
H (0.06, -5.64, 4.97)
H (1.80, -6.46, 3.67)
H (2.90, -6.72, 1.30)
H (2.73, -6.06, -1.09)
H (1.28, -4.24, -1.85)
N (2.99, -2.37, 0.51)
C (1.77, -2.47, 0.42)
H (3.38, -3.32, 0.57)

The spin multiplicity is 4. The charge is +1. The calculation puts the energy at -86610.892 eV.


A cluster of 11 separate species, C44H64N2O18 in total. Source: the Open Molecules 2025 dataset; level of theory: ωB97M-V with the def2-TZVPD basis set.

Element x y z (Å)
O (-3.09, 4.42, -3.18)
C (-3.07, 4.14, -2.01)
O (-2.14, 4.74, -1.23)
C (-2.30, 4.26, 0.14)
C (-3.63, 3.51, 0.18)
C (-3.83, 3.13, -1.25)
H (-2.27, 5.08, 0.86)
H (-1.39, 3.69, 0.35)
H (-4.50, 4.12, 0.43)
H (-3.71, 2.72, 0.92)
H (-4.86, 3.24, -1.58)
H (-3.54, 2.10, -1.44)
O (-2.03, 4.89, 3.97)
C (-1.46, 3.90, 4.32)
O (-0.19, 3.92, 4.79)
C (0.27, 2.57, 4.99)
C (-0.55, 1.80, 3.97)
C (-1.91, 2.46, 4.17)
H (0.23, 2.28, 6.04)
H (1.32, 2.56, 4.70)
H (-0.68, 0.74, 4.17)
H (-0.25, 1.97, 2.94)
H (-2.36, 2.08, 5.09)
H (-2.58, 2.28, 3.33)
O (1.04, 2.93, -7.99)
C (0.73, 2.11, -7.15)
O (-0.14, 2.37, -6.23)
C (-0.60, 1.21, -5.52)
C (0.62, 0.23, -5.65)
C (1.26, 0.70, -6.97)
H (-1.50, 0.88, -6.05)
H (-0.78, 1.47, -4.48)
H (0.27, -0.80, -5.72)
H (1.33, 0.34, -4.84)
H (0.85, 0.20, -7.85)
H (2.34, 0.66, -6.83)
O (1.84, 1.95, -2.12)
C (1.69, 2.87, -2.90)
O (2.38, 2.87, -4.02)
C (2.39, 4.16, -4.64)
C (1.12, 4.87, -4.10)
C (0.89, 4.16, -2.76)
H (2.40, 4.06, -5.72)
H (3.26, 4.68, -4.24)
H (0.33, 4.56, -4.78)
H (1.32, 5.94, -4.08)
H (-0.15, 3.92, -2.56)
H (1.29, 4.74, -1.93)
O (0.44, -0.92, 5.44)
C (-0.15, -1.93, 5.20)
O (0.00, -2.58, 4.04)
C (-0.62, -3.89, 4.11)
C (-1.71, -3.69, 5.16)
C (-1.23, -2.58, 6.07)
H (0.12, -4.67, 4.32)
H (-0.92, -4.15, 3.10)
H (-1.98, -4.58, 5.72)
H (-2.60, -3.39, 4.59)
H (-0.74, -3.02, 6.93)
H (-2.03, -1.92, 6.38)
O (-3.51, -4.53, -1.25)
C (-2.67, -4.26, -2.05)
O (-2.18, -5.19, -2.91)
C (-1.36, -4.57, -3.93)
C (-1.36, -3.07, -3.62)
C (-2.40, -2.86, -2.55)
H (-1.77, -4.79, -4.91)
H (-0.35, -4.98, -3.88)
H (-1.51, -2.42, -4.49)
H (-0.35, -2.78, -3.30)
H (-3.22, -2.37, -3.07)
H (-2.08, -2.35, -1.63)
O (4.28, -3.62, -0.82)
C (3.09, -3.80, -0.71)
O (2.19, -2.82, -0.71)
C (0.90, -3.25, -0.27)
C (1.02, -4.77, 0.02)
C (2.43, -5.15, -0.43)
H (0.28, -3.10, -1.15)
H (0.63, -2.70, 0.63)
H (0.19, -5.27, -0.47)
H (0.93, -4.89, 1.10)
H (2.56, -5.85, -1.26)
H (2.96, -5.56, 0.42)
O (5.60, -0.53, 5.87)
C (4.94, -0.44, 4.86)
O (3.87, 0.33, 4.78)
C (3.09, -0.02, 3.67)
C (4.03, -0.68, 2.65)
C (5.20, -1.13, 3.51)
H (2.61, 0.84, 3.20)
H (2.29, -0.73, 3.89)
H (4.31, 0.03, 1.88)
H (3.51, -1.53, 2.20)
H (6.13, -0.77, 3.07)
H (5.37, -2.20, 3.61)
O (7.09, 1.60, -2.35)
C (6.09, 1.01, -2.10)
O (5.47, 0.15, -2.96)
C (4.25, -0.36, -2.41)
C (4.28, -0.04, -0.93)
C (5.22, 1.16, -0.85)
H (4.22, -1.44, -2.54)
H (3.41, 0.06, -2.96)
H (4.61, -0.81, -0.23)
H (3.22, 0.17, -0.71)
H (5.68, 1.26, 0.12)
H (4.61, 2.06, -0.89)
N (-0.18, 0.60, -0.63)
C (-1.50, 0.39, -0.94)
C (-2.06, -0.21, 0.13)
C (-1.11, -0.43, 1.17)
C (0.03, 0.17, 0.65)
H (0.50, 1.10, -1.20)
H (-1.84, 0.63, -1.93)
H (-3.08, -0.57, 0.18)
H (-1.26, -0.75, 2.18)
H (1.05, 0.38, 0.97)
N (-7.31, -0.90, 3.22)
C (-6.20, -1.67, 2.95)
C (-5.15, -0.79, 2.71)
C (-5.62, 0.50, 2.99)
C (-6.99, 0.41, 3.20)
H (-8.21, -1.33, 3.38)
H (-6.18, -2.63, 2.46)
H (-4.14, -1.03, 2.41)
H (-5.12, 1.46, 2.91)
H (-7.64, 1.24, 3.40)

Its SMILES is c1cc[nH]c1.c1cc[nH]c1.O=C1CCCO1.O=C1CCCO1.O=C1CCCO1.O=C1CCCO1.O=C1CCCO1.O=C1CCCO1.O=C1CCCO1.O=C1CCCO1.O=C1CCCO1. The calculation puts the energy at -86501.084 eV.


A structure of composition C44H64N2O2P3RbS4SeSi. Source: the Open Molecules 2025 dataset; level of theory: ωB97M-V with the def2-TZVPD basis set.

Element x y z (Å)
Rb (1.30, -0.36, 0.01)
C (-2.48, -4.75, -1.08)
C (-1.36, -3.95, -0.40)
C (-1.89, -3.43, 0.94)
P (-0.63, -2.53, -1.38)
C (0.53, -3.43, -2.54)
C (0.97, -2.47, -3.65)
C (0.22, -4.81, -3.11)
C (-2.10, -1.96, -2.33)
C (-2.59, -2.60, -3.48)
C (-3.74, -2.16, -4.12)
C (-4.43, -1.07, -3.61)
C (-3.94, -0.40, -2.49)
C (-2.77, -0.82, -1.83)
Si (-1.99, 0.16, -0.33)
C (-2.51, 1.96, -0.89)
C (-3.62, 2.66, -0.38)
C (-3.81, 4.02, -0.61)
C (-2.88, 4.73, -1.35)
C (-1.78, 4.07, -1.89)
C (-1.60, 2.69, -1.70)
P (-0.21, 1.73, -2.43)
C (-0.49, 1.86, -4.29)
C (-1.11, 3.14, -4.84)
C (-1.33, 0.67, -4.75)
C (1.32, 2.78, -2.17)
C (1.65, 3.95, -3.08)
C (1.36, 3.21, -0.69)
C (-3.25, -0.15, 1.11)
C (-4.53, -0.72, 0.97)
C (-5.31, -1.05, 2.07)
C (-4.84, -0.80, 3.35)
C (-3.58, -0.24, 3.53)
C (-2.77, 0.08, 2.43)
P (-1.02, 0.67, 2.58)
C (-0.55, 0.58, 4.40)
C (-1.20, 1.45, 5.48)
C (-0.52, -0.90, 4.83)
C (-1.19, 2.52, 2.30)
C (-2.42, 3.21, 2.88)
C (0.11, 3.22, 2.69)
H (-2.75, -5.61, -0.46)
H (-2.20, -5.12, -2.07)
H (-3.37, -4.12, -1.20)
H (-0.50, -4.61, -0.21)
H (-2.65, -2.67, 0.79)
H (-1.09, -3.00, 1.54)
H (-2.34, -4.25, 1.52)
H (1.39, -3.55, -1.87)
H (0.16, -2.32, -4.38)
H (1.84, -2.87, -4.18)
H (1.24, -1.49, -3.25)
H (-0.57, -4.80, -3.86)
H (-0.06, -5.52, -2.33)
H (1.12, -5.20, -3.59)
H (-2.06, -3.45, -3.90)
H (-4.10, -2.68, -5.00)
H (-5.34, -0.72, -4.09)
H (-4.45, 0.49, -2.14)
H (-4.34, 2.12, 0.24)
H (-4.68, 4.52, -0.20)
H (-3.00, 5.80, -1.51)
H (-1.06, 4.64, -2.46)
H (0.52, 1.74, -4.70)
H (-2.12, 3.29, -4.44)
H (-1.20, 3.05, -5.93)
H (-0.52, 4.03, -4.63)
H (-2.36, 0.75, -4.38)
H (-0.93, -0.27, -4.37)
H (-1.37, 0.62, -5.84)
H (2.12, 2.04, -2.31)
H (0.98, 4.80, -2.93)
H (1.62, 3.67, -4.14)
H (2.66, 4.30, -2.86)
H (0.68, 4.04, -0.51)
H (2.37, 3.50, -0.40)
H (1.04, 2.39, -0.05)
H (-4.90, -0.94, -0.02)
H (-6.29, -1.50, 1.93)
H (-5.44, -1.05, 4.22)
H (-3.23, -0.08, 4.54)
H (0.50, 0.89, 4.33)
H (-0.82, 1.13, 6.46)
H (-2.28, 1.37, 5.51)
H (-0.94, 2.50, 5.37)
H (-1.52, -1.28, 5.03)
H (0.08, -1.02, 5.74)
H (-0.09, -1.54, 4.05)
H (-1.28, 2.58, 1.21)
H (-2.33, 3.34, 3.97)
H (-3.33, 2.65, 2.68)
H (-2.53, 4.20, 2.43)
H (0.20, 3.35, 3.77)
H (0.15, 4.22, 2.24)
H (1.00, 2.67, 2.36)
O (8.52, -3.50, -1.94)
C (7.47, -3.05, -1.52)
S (6.19, -4.00, -0.79)
C (5.05, -2.70, -0.44)
C (5.43, -1.45, -0.81)
S (4.62, 0.07, -0.56)
S (7.02, -1.35, -1.59)
S (3.59, -3.19, 0.38)
O (1.06, -3.06, 2.36)
H (1.66, -3.52, 1.75)
H (1.40, -2.16, 2.35)
C (3.82, -1.59, 3.54)
N (4.89, -0.74, 3.07)
C (5.92, -1.20, 2.26)
C (6.68, -0.15, 1.95)
N (6.11, 0.96, 2.58)
C (6.61, 2.31, 2.45)
C (5.01, 0.59, 3.28)
Se (3.92, 1.66, 4.35)
H (4.10, -2.12, 4.45)
H (3.61, -2.30, 2.75)
H (2.95, -0.97, 3.75)
H (5.97, -2.23, 1.93)
H (7.53, -0.06, 1.30)
H (7.61, 2.39, 2.88)
H (5.94, 2.97, 2.98)
H (6.65, 2.59, 1.40)

The charge is -2. The calculation puts the energy at -198832.621 eV.


A structure of composition C44H65BeGeN5P3S. Source: the Open Molecules 2025 dataset; level of theory: ωB97M-V with the def2-TZVPD basis set.

Element x y z (Å)
Be (-0.32, -0.44, -0.57)
C (-4.46, 0.53, -1.50)
C (-4.07, 0.25, -0.06)
C (-4.90, 1.14, 0.88)
P (-2.25, 0.34, 0.37)
C (-1.97, 2.15, 0.50)
N (-0.60, 2.49, 0.85)
Ge (0.84, 1.32, 0.51)
N (1.45, 0.42, 2.04)
C (1.17, -0.97, 2.31)
P (0.80, -1.91, 0.76)
C (-0.26, -3.35, 1.24)
C (-0.11, -3.85, 2.67)
C (-0.08, -4.48, 0.22)
C (2.48, -2.55, 0.33)
C (3.04, -3.59, 1.32)
C (3.48, -1.40, 0.23)
C (1.65, 1.26, 3.14)
C (1.65, 0.86, 4.47)
C (1.84, 1.80, 5.47)
C (2.01, 3.14, 5.18)
C (2.02, 3.55, 3.85)
C (1.86, 2.62, 2.85)
N (1.90, 2.94, 1.43)
C (1.11, 4.11, 1.08)
C (1.61, 5.40, 1.02)
C (0.76, 6.45, 0.70)
C (-0.58, 6.19, 0.45)
C (-1.08, 4.90, 0.48)
C (-0.23, 3.84, 0.79)
C (3.23, 2.90, 0.85)
C (4.34, 3.47, 1.43)
C (5.56, 3.41, 0.76)
C (5.64, 2.78, -0.47)
C (4.52, 2.18, -1.04)
C (3.30, 2.24, -0.38)
N (2.11, 1.67, -0.84)
C (2.15, 0.95, -2.09)
P (0.52, 0.21, -2.50)
C (-0.31, 1.58, -3.41)
C (-0.08, 2.95, -2.76)
C (-1.80, 1.33, -3.54)
C (0.99, -1.01, -3.80)
C (-0.17, -1.37, -4.73)
C (1.59, -2.26, -3.16)
C (-2.19, -0.33, 2.11)
C (-3.26, -1.39, 2.39)
C (-2.13, 0.72, 3.22)
H (-5.55, 0.42, -1.58)
H (-4.00, -0.16, -2.20)
H (-4.24, 1.56, -1.79)
H (-4.30, -0.80, 0.14)
H (-4.83, 2.19, 0.58)
H (-4.62, 1.06, 1.92)
H (-5.94, 0.84, 0.79)
H (-2.64, 2.55, 1.27)
H (-2.28, 2.58, -0.46)
H (0.34, -1.09, 3.02)
H (2.04, -1.44, 2.79)
H (-1.27, -2.96, 1.10)
H (0.87, -4.26, 2.87)
H (-0.84, -4.64, 2.84)
H (-0.31, -3.07, 3.41)
H (0.86, -5.00, 0.34)
H (-0.15, -4.11, -0.81)
H (-0.88, -5.21, 0.36)
H (2.37, -3.04, -0.64)
H (3.07, -3.21, 2.34)
H (4.08, -3.80, 1.03)
H (2.51, -4.53, 1.31)
H (3.79, -1.06, 1.22)
H (3.07, -0.53, -0.29)
H (4.37, -1.73, -0.30)
H (1.50, -0.18, 4.73)
H (1.84, 1.47, 6.51)
H (2.13, 3.86, 5.97)
H (2.13, 4.60, 3.60)
H (2.66, 5.58, 1.20)
H (1.14, 7.45, 0.66)
H (-1.25, 7.01, 0.22)
H (-2.13, 4.72, 0.27)
H (4.27, 3.95, 2.40)
H (6.44, 3.86, 1.21)
H (6.59, 2.74, -0.99)
H (4.61, 1.68, -1.99)
H (2.90, 0.15, -2.11)
H (2.40, 1.62, -2.92)
H (0.16, 1.58, -4.39)
H (-0.44, 2.98, -1.74)
H (-0.63, 3.70, -3.33)
H (0.97, 3.25, -2.75)
H (-2.24, 1.35, -2.54)
H (-2.05, 0.37, -3.98)
H (-2.27, 2.11, -4.13)
H (1.77, -0.50, -4.38)
H (-1.02, -1.74, -4.16)
H (0.16, -2.16, -5.41)
H (-0.49, -0.53, -5.34)
H (0.85, -2.77, -2.54)
H (2.46, -2.03, -2.54)
H (1.92, -2.95, -3.94)
H (-1.24, -0.85, 2.12)
H (-4.24, -0.95, 2.54)
H (-3.00, -1.92, 3.31)
H (-3.33, -2.13, 1.59)
H (-3.06, 1.29, 3.30)
H (-1.31, 1.42, 3.08)
H (-1.98, 0.22, 4.18)
S (-2.28, -2.36, -1.59)
C (-2.55, -3.93, -2.22)
N (-3.72, -4.55, -1.92)
C (-4.08, -5.78, -2.36)
C (-3.23, -6.49, -3.15)
C (-2.00, -5.91, -3.48)
C (-1.66, -4.66, -3.03)
H (-4.37, -4.02, -1.35)
H (-5.06, -6.13, -2.05)
H (-3.51, -7.47, -3.50)
H (-1.30, -6.46, -4.11)
H (-0.72, -4.21, -3.29)

The spin multiplicity is 2. The charge is +2. The calculation puts the energy at -149743.802 eV.


- Which value of energy does entry 4 give?
  -149743.802 eV